This record from the OMol25 dataset describes a structure of composition C19H43ClFINO10PSi2 in a non-equilibrium geometry. The level of theory is ωB97M-V/def2-TZVPD.

The geometry in XYZ format:
```
79
Properties=species:S:1:pos:R:3:forces:R:3:mulliken_charge:R:1
C 1.83201 2.86505 4.53292 0.2 0.1 0.1 -0.826
C 1.64467 4.09715 4.05302 -0.4 -0.2 0.0 -0.195
C 0.78736 4.44185 2.85356 -0.3 0.0 0.7 -0.342
Si 1.64514 5.72620 1.77480 -1.4 -0.6 -0.3 0.539
F 3.05382 6.05676 2.43945 0.2 0.1 -0.2 -0.305
O 1.78031 5.26617 0.18220 1.0 -0.4 0.8 0.292
Si 3.01849 4.32227 -0.37910 0.2 0.5 -0.8 0.141
I 3.21155 2.17531 0.81857 -0.2 0.3 0.1 -0.123
C 2.83591 4.03772 -2.24355 -0.4 -0.1 0.7 -0.517
O 1.83023 3.10436 -2.59493 0.3 0.1 -0.1 -0.392
C 2.25442 1.74685 -2.64111 -0.3 -0.6 0.2 -0.329
C 1.15578 0.88599 -1.99597 0.3 0.5 -0.5 -0.965
N 4.55461 5.19596 -0.17852 -0.6 -1.3 0.0 -0.385
C 5.48403 4.50562 0.21944 0.3 1.0 0.6 0.620
O 6.40938 3.97820 0.67810 -0.1 -0.2 -0.4 -0.426
P 0.52734 7.70606 1.87088 0.5 1.1 0.3 0.002
O 0.38270 8.10141 0.27221 -0.5 -0.5 0.4 -0.414
Cl -1.40269 7.19958 2.47522 0.0 -0.3 -0.3 -0.244
H 2.79772 2.60909 4.95894 -0.4 0.2 1.1 0.256
H 1.08020 2.08252 4.52075 0.3 -0.3 -1.1 0.273
H 2.12380 4.92193 4.57388 0.8 -0.1 -0.6 0.275
H -0.18811 4.83429 3.16415 0.0 0.2 -0.2 0.361
H 0.58332 3.53801 2.27984 0.0 0.0 -0.1 0.243
H 2.51925 5.00026 -2.65302 0.2 0.1 -0.1 0.305
H 3.83180 3.77381 -2.61234 -0.1 0.0 -0.3 0.345
H 3.21559 1.61404 -2.14221 0.0 0.1 0.1 0.304
H 2.39752 1.42161 -3.67662 0.0 0.3 -0.1 0.304
H 0.59962 1.53829 -1.32619 -0.1 -0.2 0.2 0.290
H 1.55259 0.03073 -1.45477 0.0 -0.1 0.0 0.216
H 0.48612 0.55030 -2.78582 -0.2 -0.2 0.2 0.385
H -0.28525 8.80100 0.22912 0.3 0.1 -0.3 0.305
C -1.58449 -2.65011 -0.86730 0.1 0.1 -0.1 -0.832
O -0.41191 -2.15032 -0.24753 -0.1 -0.1 0.1 -0.301
C -0.55235 -2.00081 1.15872 0.3 0.2 -0.2 -0.405
C 0.08899 -3.14176 1.91772 -0.2 -0.1 0.2 -0.584
O -0.56854 -4.37420 1.67429 0.0 0.1 -0.2 -0.383
C 0.09966 -5.19120 0.72854 0.0 -0.1 0.1 -0.828
H -1.31528 -2.97337 -1.87188 0.0 0.0 0.0 0.256
H -1.99887 -3.50118 -0.32283 0.0 0.0 0.0 0.369
H -2.34149 -1.86191 -0.94300 0.0 0.0 0.0 0.306
H -1.60808 -1.90356 1.42902 0.0 -0.1 0.0 0.324
H -0.04787 -1.06784 1.43407 0.0 0.0 0.0 0.357
H 0.00643 -2.93887 2.99014 0.0 0.0 0.0 0.391
H 1.15240 -3.21561 1.66854 0.0 0.0 0.0 0.304
H 0.97720 -5.65917 1.18875 0.0 0.0 -0.1 0.366
H 0.40827 -4.62486 -0.15353 0.0 0.0 0.0 0.326
H -0.58689 -5.97528 0.41508 0.0 0.0 0.1 0.327
C 1.04605 -9.71859 -0.51424 -0.1 0.0 0.0 -0.805
O 1.14023 -8.37289 -0.95063 0.2 -0.1 0.0 -0.334
C 2.47930 -7.89919 -0.97981 -0.3 0.2 -0.1 -0.298
C 3.04471 -7.91450 -2.38358 0.3 -0.1 0.0 -0.648
O 3.17225 -9.23391 -2.88882 -0.2 0.0 0.0 -0.372
C 2.12416 -9.60359 -3.76714 0.1 0.0 0.0 -0.716
H 0.05033 -10.07937 -0.76792 0.0 0.0 0.0 0.260
H 1.78658 -10.35515 -1.00285 0.0 0.0 0.0 0.358
H 1.17453 -9.77741 0.57188 0.0 -0.1 0.0 0.317
H 3.11132 -8.48195 -0.30312 0.0 0.0 0.0 0.343
H 2.46515 -6.86538 -0.61926 0.0 0.0 0.0 0.299
H 4.04916 -7.48036 -2.36133 0.0 0.0 0.0 0.381
H 2.42738 -7.30404 -3.04980 0.0 0.0 0.0 0.347
H 2.26101 -9.13120 -4.74589 -0.1 0.0 0.0 0.319
H 1.14470 -9.33191 -3.36748 0.0 0.0 0.0 0.313
H 2.16434 -10.68451 -3.89265 0.1 0.0 0.0 0.245
C -3.98748 5.89952 0.39957 0.0 0.0 -0.1 -0.756
O -4.85617 5.49954 -0.64626 0.0 -0.1 0.2 -0.391
C -4.86471 4.09790 -0.86311 -0.1 0.2 -0.2 -0.481
C -6.06671 3.43425 -0.22655 0.1 -0.2 0.2 -0.474
O -6.03324 3.52377 1.18931 0.0 0.1 0.0 -0.371
C -6.86055 4.55014 1.70701 0.0 -0.1 0.0 -0.732
H -4.23512 6.92757 0.66075 0.0 0.0 -0.1 0.273
H -4.10474 5.27387 1.28750 0.0 0.0 0.0 0.370
H -2.94556 5.86440 0.06455 0.0 0.0 0.1 0.321
H -3.93937 3.64404 -0.49475 0.0 0.0 0.0 0.300
H -4.91014 3.93958 -1.94520 0.0 0.0 0.0 0.375
H -6.05614 2.37009 -0.48225 0.0 0.0 0.0 0.367
H -6.99260 3.86643 -0.61841 0.0 0.0 0.0 0.314
H -7.91277 4.24744 1.67216 0.0 0.1 0.0 0.320
H -6.73478 5.48725 1.16023 0.0 0.0 0.0 0.324
H -6.57754 4.70981 2.74641 0.0 -0.1 0.0 0.244
```
Forces are in eV/Å.

Computed properties:
- E_tot: -3335.0897 hartree
- Kohn-Sham gap: 8.94 eV

***

This record from the OMol25 dataset describes an isolated molecule of C4H5N3 in a non-equilibrium geometry. The level of theory is ωB97M-V/def2-TZVPD.

The geometry in XYZ format:
```
12
Properties=species:S:1:pos:R:3:forces:R:3:mulliken_charge:R:1
N 1.59420 -0.17187 1.83945 0.4 -0.8 -1.1 -0.489
C 1.33532 -0.39332 0.73205 0.7 0.3 0.9 0.435
C 0.66415 -0.17274 -0.59239 0.1 0.0 0.0 -0.307
C -0.62539 -0.99223 -0.61975 0.0 -0.2 0.0 -0.361
N -1.29718 -0.46195 0.57930 -0.2 0.7 0.0 -0.463
C -0.87525 0.74082 0.65835 -0.6 0.0 -0.1 -0.067
N 0.02627 1.13109 -0.36514 0.0 0.1 0.2 -0.413
H 1.34206 -0.22285 -1.44543 -0.2 0.0 0.1 0.362
H -1.22618 -0.68507 -1.48410 0.2 -0.1 -0.1 0.289
H -0.50361 -2.07337 -0.62839 0.0 0.1 0.3 0.348
H -1.09694 1.40949 1.48470 -0.3 0.0 -0.3 0.360
H 0.66255 1.89198 -0.15864 -0.1 -0.1 0.2 0.305
```
Forces are in eV/Å.

Computed properties:
- E_tot: -319.6353 hartree
- Kohn-Sham gap: 10.68 eV
- SMILES: N#C[C@H]1CN=CN1
- Energy relative to the best compared isomer or geometry (same formula, charge and spin): 48.3 kcal/mol

***

This record from the OMol25 dataset describes an isolated molecule of C12H16O2S in a non-equilibrium geometry. The level of theory is ωB97M-V/def2-TZVPD.

The geometry in XYZ format:
```
31
Properties=species:S:1:pos:R:3:forces:R:3:mulliken_charge:R:1
C 0.77766 -0.77966 1.78582 0.2 1.0 0.4 -0.313
C 1.72027 -1.67872 1.10502 -0.1 0.9 -0.4 -0.819
C 2.51547 1.53229 0.03081 -0.5 1.7 1.4 -0.534
C 1.98281 1.23642 -1.33801 -1.3 0.8 -1.1 -0.497
C -0.44312 -2.70916 -0.90895 0.3 2.8 -0.6 -0.753
C 0.03084 -1.62024 -1.97136 -3.2 -2.0 3.8 -0.897
C -2.37267 2.40190 -0.02554 -1.2 1.0 -2.4 -0.561
C -1.99238 2.03763 1.29812 1.5 0.5 3.0 -0.677
C 0.86104 -0.69740 0.21735 1.8 0.1 2.9 0.004
C 1.45100 0.57769 -0.17863 -3.1 -0.1 0.1 0.090
C -0.25798 -1.29833 -0.48676 -0.7 2.1 -2.2 0.644
C -1.36138 1.29496 0.17940 0.5 1.2 -0.2 0.281
O -2.78341 -0.44525 -1.20854 0.6 0.3 0.0 -0.730
O -2.28548 -1.04604 1.12101 0.1 1.1 -0.2 -0.707
S -1.85867 -0.34001 -0.09215 0.4 -2.6 0.0 1.208
H -0.18477 -1.29133 2.11969 1.5 1.4 0.1 0.269
H 1.31740 0.17102 2.25436 -1.9 -2.3 -0.6 0.265
H 2.77384 -1.48484 1.19110 0.2 0.0 -0.1 0.271
H 1.41954 -2.69698 1.02499 0.1 -0.6 -0.1 0.229
H 3.38540 1.08052 0.34433 2.3 -0.9 0.5 0.274
H 2.44849 2.55737 0.56745 -0.5 -1.7 -1.3 0.185
H 1.40498 2.04775 -1.80633 0.2 -0.5 0.2 0.166
H 2.35858 0.53079 -2.04736 1.1 0.0 -0.4 0.236
H -1.49792 -2.71265 -0.96932 -1.1 -1.4 -0.4 0.370
H 0.05741 -3.53305 -0.47479 0.6 -0.6 0.1 0.268
H 1.00186 -1.48514 -2.20985 2.9 0.0 -1.0 0.363
H -0.75945 -1.51738 -2.64828 -0.7 0.7 -1.2 0.355
H -3.37307 2.14156 -0.34617 0.0 -0.4 -0.3 0.255
H -2.18513 3.45677 -0.33616 0.6 -1.1 0.0 0.242
H -1.55131 2.86160 1.91717 0.3 -1.1 -0.7 0.245
H -2.59988 1.40791 1.89161 -0.9 -0.4 0.6 0.267
```
Forces are in eV/Å.

Computed properties:
- E_tot: -1015.1610 hartree
- Kohn-Sham gap (spin up / spin down): 8.63 / 5.93 eV
- Energy relative to the best compared isomer or geometry (same formula, charge and spin): 199.0 kcal/mol

***

This record from the OMol25 dataset describes a structure of composition C54H50BrInN4O7S in a non-equilibrium geometry. The level of theory is ωB97M-V/def2-TZVPD.

The geometry in XYZ format:
```
118
Properties=species:S:1:pos:R:3:forces:R:3:mulliken_charge:R:1
In 0.34760 -0.18256 0.36080 1.9 -0.9 0.2 2.380
C -7.08660 -0.83124 -6.55650 0.1 0.7 -0.1 -0.790
O -6.20668 0.28264 -6.24230 -0.1 -1.0 0.5 -0.430
C -5.23689 0.12748 -5.27114 0.5 0.1 0.1 0.771
C -4.39770 1.25463 -5.09401 -0.9 -0.4 -0.4 -0.710
C -3.37173 1.27377 -4.17355 0.2 -0.4 0.4 -0.119
C -3.12240 0.13025 -3.39099 0.3 -0.1 0.3 -1.397
C -3.90087 -1.00933 -3.60879 0.2 0.5 0.3 -0.214
C -4.96731 -1.01821 -4.49755 -0.8 -0.2 -0.6 -0.610
C -2.08848 0.03038 -2.28286 1.5 -0.2 0.6 1.559
C -2.49616 0.24767 -0.94394 -0.8 0.7 1.3 -0.066
C -3.80338 0.73722 -0.55342 1.1 -0.2 1.3 -1.203
C -3.76323 0.99930 0.81616 0.3 -0.2 -1.2 -1.498
C -2.44937 0.73049 1.31482 0.0 -1.2 -1.4 0.528
N -1.75214 0.16364 0.24395 0.3 0.9 -0.2 -0.188
C -1.95153 0.86449 2.66705 0.5 -1.5 -0.9 0.617
C -1.01137 -0.10274 3.18287 0.5 -0.6 -1.0 0.432
C -0.72046 -0.40028 4.55487 1.2 -0.6 -0.1 -1.743
C 0.24979 -1.41099 4.60395 -2.0 1.1 -0.9 -0.587
C 0.49741 -1.79455 3.23461 -0.7 0.3 -0.3 -0.230
C 1.29577 -2.89631 2.80394 0.7 0.3 -0.4 0.975
C 1.53370 -4.08931 3.74643 0.1 0.8 -0.7 -0.335
C 2.11635 -3.96324 5.02013 -0.5 0.0 -0.6 -0.148
C 2.21740 -5.05473 5.85454 -0.1 -0.8 -0.2 -0.872
C 1.76102 -6.34746 5.49340 0.0 1.5 -1.1 0.655
O 1.97105 -7.31924 6.41080 -0.6 -1.2 0.0 -0.445
C 1.39088 -8.65634 6.23351 0.5 1.1 0.5 -0.807
C 1.21711 -6.45623 4.19623 0.1 -1.2 0.5 -0.516
C 1.14107 -5.36503 3.33060 0.0 0.3 0.1 -0.354
C 1.89308 -2.92269 1.51324 -0.4 0.2 -1.2 0.218
N 1.63155 -2.11902 0.38643 0.3 -0.2 0.0 -0.148
C 2.46261 -2.55402 -0.66952 -0.7 0.7 1.2 -0.066
C 2.45035 -2.09752 -2.02417 -1.1 0.1 0.7 1.249
C 3.57081 -2.50575 -2.97095 -0.2 0.2 1.1 -0.527
C 3.39921 -3.14457 -4.18746 0.2 0.0 -0.4 -0.551
C 4.49857 -3.39916 -5.02797 -0.1 -0.3 -1.0 -0.425
C 5.80366 -3.00176 -4.68974 -0.5 0.2 0.1 0.793
O 6.94337 -3.09881 -5.46053 -0.9 -0.6 -0.6 -0.449
C 6.78943 -3.69306 -6.78802 0.0 1.1 0.8 -0.799
C 5.96450 -2.40379 -3.43034 0.2 -0.4 0.0 -0.835
C 4.89751 -2.22289 -2.57584 -0.4 0.4 -0.3 -0.188
C 1.32148 -1.34028 -2.47609 -1.2 0.5 0.3 0.042
C 0.98032 -1.13532 -3.84582 -0.4 0.8 -0.4 -0.921
C -0.25855 -0.53971 -3.93349 0.3 -0.7 0.0 -1.439
C -0.75674 -0.38117 -2.59973 0.2 -0.3 0.1 0.362
N 0.23529 -0.82331 -1.72352 0.5 -0.1 -0.2 -0.273
C 3.28190 -3.61715 -0.17104 -0.3 -0.2 0.6 -1.332
C 2.91394 -3.86366 1.12832 0.8 -0.1 -0.5 -1.333
N -0.25587 -0.98529 2.37435 0.3 0.7 1.2 -0.435
C -2.29597 2.05185 3.43262 0.2 0.5 0.7 1.032
C -1.36416 2.47298 4.40979 -1.4 0.4 -0.8 -0.716
C -1.46346 3.71847 4.99398 0.2 1.1 0.3 -0.936
C -2.42680 4.63910 4.56064 -0.1 -0.7 -0.4 0.738
O -2.51753 5.95262 4.87984 0.2 0.6 0.4 -0.454
C -1.53041 6.60664 5.69221 0.0 -0.1 -0.4 -0.749
C -3.41044 4.19295 3.63872 0.2 1.2 0.6 -1.095
C -3.35121 2.95027 3.09493 0.7 -1.0 0.0 -0.460
H -7.73540 -0.45409 -7.37600 0.4 -0.3 0.6 0.242
H -6.54108 -1.71246 -6.91045 0.2 0.2 0.0 0.324
H -7.70353 -1.13500 -5.69886 0.2 0.3 -0.1 0.310
H -4.62853 2.12088 -5.70711 0.2 0.0 0.1 0.419
H -2.75342 2.17148 -4.08730 -0.2 -0.3 0.2 0.542
H -3.66117 -1.90636 -3.04227 -0.2 0.1 0.0 0.504
H -5.56945 -1.94106 -4.54476 0.3 0.7 -0.3 0.350
H -4.62220 0.84752 -1.22662 -0.5 0.0 -0.2 0.709
H -4.58783 1.19222 1.46131 -0.5 0.3 0.0 0.892
H -1.16495 0.14080 5.37446 0.0 -0.3 0.1 0.833
H 0.67518 -1.82216 5.49613 0.0 -0.2 0.1 0.526
H 2.48400 -2.98992 5.33245 0.0 -0.2 0.1 0.585
H 2.69958 -4.95660 6.80071 0.2 0.1 0.6 0.429
H 1.67448 -9.22830 7.12665 -0.1 0.4 -0.2 0.247
H 0.30423 -8.60218 6.16453 0.0 0.1 -0.1 0.337
H 1.81439 -9.15489 5.37629 0.1 0.0 -0.5 0.321
H 0.86005 -7.43419 3.83700 0.2 0.5 0.2 0.313
H 0.78518 -5.52450 2.30255 0.0 0.2 0.6 0.404
H 2.40283 -3.44831 -4.52941 0.5 0.1 0.2 0.597
H 4.25641 -3.88100 -5.99856 0.4 0.3 0.8 0.308
H 7.76590 -3.62941 -7.26909 0.0 -0.1 0.3 0.247
H 6.46170 -4.72574 -6.70112 -0.1 -0.1 -0.1 0.323
H 6.09534 -3.07955 -7.38392 0.0 -0.4 0.2 0.328
H 6.95753 -2.11620 -3.11241 0.1 0.0 0.0 0.414
H 5.07447 -1.77171 -1.60640 -0.1 0.0 0.0 0.480
H 1.64153 -1.37901 -4.65054 0.0 0.0 -0.3 0.800
H -0.84533 -0.29259 -4.81269 0.3 -0.1 0.1 0.561
H 3.99433 -4.13320 -0.79202 0.2 -0.1 0.2 0.574
H 3.39045 -4.55500 1.81172 -0.2 -0.1 -0.2 0.561
H -0.51355 1.88003 4.64975 0.4 -0.2 0.0 0.631
H -0.67958 3.97781 5.70603 -0.3 0.2 -0.1 0.332
H -1.83240 7.65674 5.81614 -0.2 -0.5 -0.1 0.247
H -1.44545 6.13287 6.66135 -0.1 -0.1 0.3 0.327
H -0.53671 6.61988 5.23030 -0.2 -0.3 -0.2 0.271
H -4.17778 4.91239 3.33079 0.3 -0.3 0.1 0.414
H -4.07689 2.67741 2.34291 0.1 0.2 0.2 0.010
Br 3.63185 1.05480 -0.20997 1.2 -0.2 -1.1 -0.144
O 2.18786 1.10704 0.74715 -3.1 -0.5 0.9 -0.611
O -0.19593 3.34550 1.47469 -1.2 -0.4 -2.0 -0.159
C 2.54417 4.67395 2.21962 -0.5 -0.5 -0.1 -0.937
C 1.77110 5.47638 1.14837 0.0 -1.0 -0.3 -0.501
C 1.33033 4.65638 -0.09342 -0.8 0.5 -0.2 -0.906
S -0.22248 3.73253 0.04639 -1.1 1.2 -1.5 0.840
O -0.47390 2.83422 -1.15142 1.6 0.7 3.4 -0.676
C -1.68416 5.21106 -0.57715 0.8 -1.3 0.9 -1.027
C -2.16120 4.77489 -1.94380 0.0 -0.8 -0.8 0.853
C -1.51908 5.26576 -3.28052 0.2 -0.2 0.4 -1.256
H 2.56576 5.19890 3.17367 -0.2 0.0 0.1 0.334
H 3.59183 4.53005 1.96253 0.0 0.0 -0.4 0.337
H 2.10588 3.66736 2.35496 0.1 0.6 0.1 0.069
H 2.45129 6.18915 0.71645 0.3 0.6 -0.1 0.454
H 0.92147 6.03722 1.54652 0.0 -0.2 0.1 0.248
H 2.06846 3.95629 -0.43539 0.5 -0.4 -0.1 0.458
H 1.06310 5.33876 -0.90005 0.4 0.0 -0.2 0.360
H -1.28492 6.23598 -0.47369 0.1 -0.6 0.0 0.419
H -2.47795 5.01469 0.16077 0.4 0.2 -0.1 0.346
H -3.24810 4.84083 -1.96593 -0.1 0.6 0.0 0.494
H -2.01889 3.68061 -1.97769 -0.2 0.4 0.2 -0.607
H -1.00500 6.24052 -3.22372 -0.4 -0.2 0.0 0.361
H -2.26450 5.27685 -4.10171 0.4 0.2 0.6 0.301
H -0.75859 4.52349 -3.57258 -0.1 0.3 0.1 0.275
```
Forces are in eV/Å.

Computed properties:
- E_tot: -5995.5887 hartree
- Kohn-Sham gap (spin up / spin down): 5.01 / 5.24 eV
- Energy relative to the best compared isomer or geometry (same formula, charge and spin): 0.0 kcal/mol